{
  "formula": "C58H158N14O15",
  "method": "the ωB97M-V functional and the def2-TZVPD basis",
  "elements": ["O", "N", "H", "H", "N", "H", "H", "C", "H", "C", "H", "C", "C", "H", "H", "H", "H", "C", "C", "H", "H", "H", "H", "C", "H", "H", "H", "H", "C", "C", "C", "H", "H", "C", "C", "H", "H", "C", "H", "C", "H", "H", "N", "N", "H", "H", "C", "C", "H", "H", "C", "C", "N", "H", "C", "C", "H", "N", "C", "H", "H", "H", "H", "C", "H", "H", "C", "C", "O", "H", "H", "H", "O", "H", "C", "H", "H", "O", "N", "H", "H", "H", "H", "H", "H", "C", "O", "C", "N", "H", "H", "C", "C", "H", "H", "H", "H", "H", "C", "H", "C", "N", "H", "N", "H", "H", "H", "O", "H", "H", "C", "C", "H", "H", "H", "H", "H", "H", "H", "H", "H", "N", "C", "H", "H", "H", "C", "O", "C", "H", "H", "H", "O", "C", "C", "H", "C", "C", "H", "O", "H", "H", "H", "H", "H", "H", "H", "C", "H", "H", "H", "H", "H", "C", "H", "H", "N", "H", "H", "H", "C", "H", "H", "H", "O", "H", "H", "H", "H", "H", "H", "O", "H", "N", "H", "O", "H", "H", "H", "H", "H", "O", "H", "H", "H", "H", "C", "C", "H", "O", "H", "H", "N", "H", "C", "H", "H", "H", "H", "H", "H", "H", "H", "H", "C", "O", "C", "C", "C", "H", "C", "H", "H", "H", "C", "H", "H", "C", "H", "H", "H", "H", "H", "H", "H", "C", "H", "H", "H", "C", "H", "H", "C", "H", "H", "C", "H", "H", "H", "H", "H", "H", "H", "H", "C"],
  "positions_angstrom": [[0.18195, -1.77628, 0.69709], [-3.34906, 4.63572, -7.29729], [4.29547, 4.43273, -0.93432], [4.35562, -5.37217, 0.32482], [-6.88928, -0.11659, 4.70842], [6.24611, 0.08550, 6.57236], [-1.27721, -9.31604, 3.59041], [0.78270, -0.62859, 5.30225], [1.90254, -5.71093, 0.15791], [4.62053, 1.17610, -4.13448], [6.45733, -0.58439, 8.16853], [-1.98311, 8.37428, -4.42737], [0.73330, 0.88200, 5.29114], [1.49092, -4.69001, -5.34209], [-5.32486, 4.40059, -5.52846], [-5.47224, 1.43039, -2.18018], [3.22606, -3.76659, -1.33635], [1.46096, 4.86225, -0.75897], [-5.61760, 4.36872, 0.67171], [4.92825, 0.48684, -3.32070], [-0.47639, 1.01888, 3.49505], [-1.23873, -0.11481, -0.63667], [-0.04475, 1.15720, 7.16575], [-1.96350, 3.37596, -5.79399], [-3.64361, -4.34636, -3.32175], [-1.89045, 0.91963, 0.60307], [-2.07952, -1.81792, -3.01774], [5.70464, 4.18032, -1.65324], [-5.74054, 3.18036, -0.23638], [1.48726, -3.58713, -5.39856], [-1.46201, 3.61235, 3.97222], [-0.06479, -1.09054, 5.80200], [-1.45560, -4.97899, 4.82883], [-2.71261, -4.94215, 1.75676], [-2.39173, 6.50574, -1.91098], [-7.61658, 0.13892, 4.05855], [5.61958, -2.65068, 5.14354], [-5.49260, 1.11183, 3.19886], [-3.84119, -0.91120, 0.80119], [2.41143, -6.16215, 1.02501], [2.39828, -3.44179, -6.02954], [3.98012, -9.94572, 2.42117], [2.20680, 0.53891, -3.72202], [-1.47145, -4.74209, 3.83094], [-2.92789, 7.79652, -4.43108], [-4.33769, 0.74336, 5.45197], [6.33334, -0.83848, 7.12009], [-2.61892, -5.39354, 3.16699], [1.85303, 3.83776, -0.57849], [-0.87826, 6.44525, -3.50760], [4.32334, -0.84595, -7.78823], [3.75715, -1.41302, -0.70213], [0.81179, 1.39874, 6.66233], [2.00912, 1.35720, -3.13693], [-1.14321, 7.11862, -2.65805], [-0.42188, -0.97979, -5.98244], [0.52685, 4.79660, -1.32156], [1.23237, 0.79307, -0.37171], [5.01693, -1.67559, 7.01364], [-2.50910, 4.56527, -7.85676], [0.40311, 1.50309, 1.28609], [4.30794, 1.35632, 3.29914], [6.40657, 1.90565, -1.96048], [-1.01197, 1.99370, -4.11814], [4.86588, -0.36414, -8.58482], [4.31065, -6.05659, 2.01543], [-2.70485, -6.94941, 3.33245], [3.05554, -3.50128, 4.43801], [2.42815, 5.63077, -1.51017], [-2.67297, -7.30984, 4.37083], [-5.76819, 2.16505, 0.28880], [-2.17428, 4.52342, -2.37740], [0.37259, -1.90660, -6.77719], [-3.69009, -7.31564, 2.93349], [0.29739, -0.61675, 1.53519], [-0.20349, 1.76923, -4.83061], [6.20005, 0.79224, -0.56498], [-4.14232, -1.54301, -1.17416], [5.11702, -2.76212, 8.03177], [5.43163, 1.18985, -4.87967], [1.82814, 6.24728, 2.40521], [3.55395, -1.17321, -5.30482], [-5.55135, 5.24723, -0.04842], [4.51884, -1.34723, 4.96496], [-0.99558, -9.28472, 1.86787], [6.27598, 1.82054, -0.87763], [3.22711, -8.26021, 1.82111], [0.19811, 0.63949, 0.66276], [1.49866, -5.79396, 2.16056], [-7.18611, -1.00584, 5.08717], [3.33610, -1.24135, -8.04078], [5.01206, 2.51926, -0.49736], [-4.50467, 1.82686, -1.87356], [1.27230, -0.02048, -0.99792], [-6.70801, 3.20736, -0.78513], [-1.12247, 3.83117, -6.37392], [2.45824, 4.65118, 1.92876], [-6.67101, 5.17958, 2.25979], [3.30013, -9.66395, 1.65382], [-1.82335, 7.23175, 0.02977], [2.61272, -3.05556, -1.88347], [5.17561, 3.95721, -0.83393], [3.15576, 5.99544, 1.16466], [-1.41452, -3.67134, -2.28212], [-4.39995, 3.65852, -4.19835], [2.14466, 0.83388, 0.07007], [-5.38026, -0.41492, 0.08205], [-1.36807, 8.41143, -3.13746], [-2.93782, -2.41678, 5.19963], [3.13413, -7.88336, -0.17244], [-2.65028, 7.35322, -0.69267], [-4.46391, 3.75127, -5.28402], [1.66477, 5.28058, -3.37649], [2.61544, -0.14450, -3.07473], [5.84386, -3.39667, 7.73903], [-2.29101, -2.04504, -0.55153], [-2.25645, 3.58476, 4.72251], [-1.44269, -1.33127, -5.90671], [-0.56566, -5.04381, 3.41724], [-5.59143, 1.94618, 3.87863], [4.16914, 2.06682, -1.00910], [-6.81971, 4.53412, 1.50085], [-0.42443, 1.46903, 4.50637], [4.23010, -3.24053, 8.14588], [-4.31759, -2.74191, -3.75966], [-3.60518, -2.36462, 3.60181], [3.69996, 0.85936, 2.52462], [3.22306, -1.80481, -1.93282], [3.75061, -5.50738, 1.23426], [4.29447, -0.49654, -0.80359], [2.99258, -1.29652, 0.04829], [3.42236, 5.76418, -3.30803], [-1.58646, 3.25354, -4.43846], [-2.50395, -2.75257, -2.58284], [-2.89548, -1.87472, 4.23976], [-2.17716, 2.38351, -6.24367], [-1.70348, -8.98670, 2.62216], [-3.17469, 4.33995, -5.87373], [-3.46193, 4.74656, 1.01302], [-3.21927, -0.52162, 4.40447], [-0.54674, -3.39503, -5.68485], [-0.14216, -3.08781, 2.26016], [2.07897, -4.60349, -3.08748], [-1.12282, 1.67517, -0.76429], [0.80844, 6.60666, 0.31230], [-5.10636, -2.16262, 0.57213], [3.58091, -0.21109, 2.79972], [4.73591, -2.17045, 5.61956], [-7.61045, 4.74472, 0.92075], [1.62483, -1.01701, 5.84877], [4.95029, -1.68762, -7.47483], [2.88416, 1.72696, -5.23370], [7.19993, -1.41143, 6.84720], [2.63461, 5.18899, -2.83410], [1.61910, -1.92079, -4.05765], [3.69202, -9.97163, 0.67138], [-2.23288, 5.05818, -1.49425], [0.70159, 2.38792, 6.57842], [1.58292, -8.07041, 0.66979], [-2.72790, -9.34801, 2.52929], [0.54002, -2.93063, 1.40837], [2.70282, 1.32792, 2.53937], [-4.67110, 2.75396, -5.69278], [-3.50315, -5.12768, 3.74087], [-4.70098, 3.17389, -1.23530], [0.64337, -6.25815, 1.89338], [1.64999, -2.93248, -1.34516], [-3.86324, 5.48100, -7.49198], [-0.30324, 7.15544, -1.94050], [1.56981, -2.81627, 1.85062], [-0.45146, -0.58392, 2.31199], [4.14083, 0.13291, -6.81109], [-5.52645, -1.10228, 3.34727], [-0.06165, 4.96202, 1.11722], [-0.82739, 5.05356, 0.46095], [4.33919, 1.05705, 1.30250], [4.46073, -2.18054, -0.30410], [-3.57478, 7.11786, -0.16647], [2.91581, -2.65315, 3.70771], [-3.33506, -3.42181, -0.71464], [-0.37523, -0.04195, -6.54948], [-1.69770, -7.59982, 2.60065], [3.66085, -4.48692, 1.64678], [-4.52759, 5.34320, 2.22920], [-1.02585, -4.01532, -3.16107], [-1.95508, -5.49397, 1.16328], [3.26484, 0.86267, -4.71311], [1.11020, 5.57101, 0.53617], [-1.03353, 4.55850, 3.68502], [-0.33975, 2.86520, 4.42064], [-3.09415, 4.74457, -1.04256], [-3.86238, 2.07952, -2.71577], [1.47216, -2.93461, -4.09426], [3.70192, 3.06430, 1.07475], [-4.36626, 4.48410, 1.59805], [0.04436, 3.97614, 1.30383], [-0.68346, -3.12903, -1.83561], [-4.20942, 3.65326, 2.26050], [2.18684, -0.36717, -6.09001], [4.53222, 2.16381, -3.68287], [-0.04658, -0.89950, -4.94149], [-4.57185, 1.19933, 2.60544], [7.11774, 2.23460, -0.31327], [0.36576, -3.93885, -7.13612], [4.59741, 2.43891, 0.99849], [3.61901, -3.05531, 5.63434], [-3.41726, -3.33295, -3.63549], [2.20179, 5.64126, 1.56433], [3.21008, -0.25797, -5.75767], [-2.13007, 9.41197, -4.72365], [2.46245, -3.58204, -3.23415], [-2.83541, -3.39432, -4.54896], [1.28787, -0.61519, 1.99058], [5.40175, 2.81372, 1.67074], [-5.58738, -0.20604, 3.98257], [-1.88714, -1.89571, 3.82879], [-3.66554, -5.19570, 1.29799], [-4.66463, -1.23678, 0.13489], [0.85007, -1.18434, 4.35534], [-1.94465, 3.11672, 3.10780], [2.11165, -3.91243, 4.74803], [-3.95510, 1.19295, -1.19409], [-2.73673, 8.42583, -0.87526], [-1.32291, 7.83424, -5.13052], [4.18777, -1.04358, 7.27302], [-1.09002, 0.82857, -0.10367], [-2.48539, -3.87370, 1.77244], [1.63966, 1.28781, 4.86464], [-1.75431, 1.21853, -4.34167], [2.59052, -7.65873, 0.75487], [-6.32048, 1.27246, 2.52098], [-2.91873, 5.25605, -5.30970], [-3.10926, -2.46642, -1.18619], [2.28635, -10.03517, 1.69631], [0.55542, -3.71377, 0.64653], [-4.42682, -0.23263, 4.99055], [2.92111, 4.12834, -2.87067], [3.71817, -4.23878, 3.97146], [1.98422, -6.18487, 2.96076], [-0.62760, 1.99775, -3.10890], [-4.62255, -1.00576, 5.75149], [3.43748, -3.70195, -3.76393], [-1.34302, 1.20509, 5.08997], [-3.22281, 6.57450, -2.60816], [0.34778, -3.25482, -6.29131]],
  "e_homo_ev": -8.81,
  "orbital_gap_ev": 9.262,
  "e_tot_ev": -114274.064,
  "de_lowest_kj_mol": 0.0,
  "total_charge": 0
}